DFT (wB97M-V/def2-TZVPD) results for one molecule with the formula C8H10 at a distorted geometry.

Positions of all 18 atoms, in Å:
H 2.440227 -0.382774 -0.725721
C 1.831352 -0.216114 0.163011
H 1.754253 -1.492034 1.937970
H 2.345680 -2.276786 0.420828
C -0.019768 0.386876 -1.486538
H -0.466919 1.876801 1.152466
H 2.375486 0.450460 0.823030
C -1.783637 0.499982 -0.026472
H -2.711331 0.994478 0.247474
C -0.447750 0.875626 0.777533
H 0.656668 -1.968876 0.693310
H -1.950550 0.137919 -2.246391
H 0.410429 0.051860 -2.426166
C -1.366891 0.415007 -1.378038
C -1.242045 -0.213653 1.219356
C 1.655637 -1.576907 0.868422
C 0.559724 0.475071 -0.232171
H -1.221685 -1.293793 1.260214

Cartesian forces, eV/Å:
H 0.0 0.2 -0.1
C 0.1 0.5 -0.2
H 0.3 -0.1 0.3
H 0.4 -0.3 0.3
C 0.8 -0.3 -1.2
H 0.3 0.5 0.9
H 0.3 0.1 0.1
C 0.1 0.8 0.7
H -0.3 -0.1 -0.3
C -0.5 0.4 -1.4
H 0.0 0.0 -0.1
H -0.6 0.5 0.1
H 0.5 0.0 0.3
C -0.6 -0.6 -0.3
C 0.0 -0.9 0.1
C -0.7 0.2 -0.5
C -0.3 -1.3 1.1
H 0.1 0.2 0.1

Values from the calculation:
orbital gap = 0.2230 hartree
energy relative to the best compared isomer or geometry (same formula, charge and spin) = 6.029 eV

Löwdin population analysis, charges in e, atoms 1 to 8:
1 H 0.11
2 C -0.18
3 H 0.07
4 H 0.07
5 C -0.06
6 H 0.12
7 H 0.11
8 C -0.20



DFT (wB97M-V/def2-TZVPD) results for a 2-piece molecular cluster, C10H16O overall at a distorted geometry.

Positions of all 27 atoms, in Å:
H -2.684583 -2.865493 -0.532926
C -3.219306 -2.176028 0.121341
H 1.688226 -1.452699 -0.760989
H 3.429842 -1.690088 -1.028570
H 3.252143 1.819732 -1.912673
H 4.037682 0.321985 -0.347545
C -0.875720 0.761307 -0.176074
C 2.594154 -1.012359 -1.163132
H -2.885878 -1.054882 2.590697
H 2.577720 0.289196 0.584252
C -2.356815 -0.506324 1.818864
H -4.079387 -1.791919 -0.426582
C -1.522140 -0.426330 -0.426020
H 0.014922 2.902113 0.686534
C -2.334650 -1.014147 0.519141
C -1.646714 0.635174 2.123053
C 2.499667 1.571528 -1.151205
C 2.951130 0.291652 -0.441108
H -0.185082 1.240748 -0.858740
H -1.406019 -0.878175 -1.408231
H -1.531639 1.101147 3.088326
H 1.626937 1.418103 -1.785476
O -0.256101 2.416062 1.476738
H 2.358264 2.386014 -0.444110
C -0.946792 1.282271 1.109484
H -3.582776 -2.732396 0.981773
H 2.482914 -0.836189 -2.236823

Cartesian forces, eV/Å:
H 0.0 0.0 0.0
C 0.3 0.1 0.0
H -0.2 -0.1 -0.1
H -0.1 -0.4 0.0
H 0.1 0.4 0.4
H 0.0 0.2 0.1
C 0.6 0.4 0.9
C 0.3 0.5 0.0
H -0.1 0.2 0.0
H -0.1 -0.1 0.0
C 0.1 -0.2 -0.1
H -0.1 -0.1 0.0
C -0.1 0.1 -0.9
H 0.0 -0.2 0.1
C -0.5 -0.7 0.3
C 0.5 0.6 -0.4
C 0.5 -0.5 -0.8
C 0.0 0.1 0.1
H -0.3 -0.2 -0.3
H -0.2 0.0 0.1
H -0.4 -0.3 0.4
H -0.4 0.0 0.4
O -0.1 0.1 -0.2
H 0.0 0.2 -0.2
C 0.2 0.2 0.1
H 0.0 0.0 0.1
H -0.1 -0.1 0.1

Values from the calculation:
structure (SMILES) = Cc1ccc(O)cc1.CCC
orbital gap = 0.3389 hartree
energy relative to the best compared isomer or geometry (same formula, charge and spin) = 0.962 eV

Löwdin population analysis, charges in e, atoms 1 to 8:
1 H 0.07
2 C -0.06
3 H 0.06
4 H 0.06
5 H 0.07
6 H 0.09
7 C -0.02
8 C -0.11



DFT (wB97M-V/def2-TZVPD) results for an isolated ion of composition C21H22N3OS2 and charge +1 at a distorted geometry.

Positions of all 49 atoms, in Å:
H 2.133257 1.389673 2.988105
C 1.327602 -0.556185 0.346246
C 2.385564 0.798552 3.851360
N 1.970957 -0.628602 -0.996150
H -3.086828 1.150672 -0.194561
H 3.759953 -0.482484 4.460391
H 4.255931 1.207784 3.857722
H -0.066247 -2.730728 2.188704
C -2.677391 1.993328 -0.849164
H 2.835459 -1.186194 1.552728
H 4.006479 0.002505 2.701731
H -5.955182 3.264008 -4.600181
C 0.109320 -1.576350 5.367740
C 3.121409 -1.521655 -1.160930
C 0.884237 -0.476220 5.222597
H 3.908556 -1.465538 -0.316406
C -3.125898 1.900795 -3.258557
C -4.248540 2.727537 -3.335087
C -2.605130 1.253618 -4.373279
C 2.771631 -3.038632 -1.269017
H 3.689768 -3.360798 -1.629951
N 1.407361 -0.240070 3.986240
C -5.032163 2.714813 -4.466635
H -0.373623 -1.696790 6.300475
S -1.172873 0.321922 -4.106952
H -1.910950 2.520505 -0.293467
H -0.973775 -3.167823 4.377037
H 1.119909 0.138968 6.099635
H -4.566041 3.230537 -2.487741
C 1.827476 -0.856901 1.575557
H -3.434195 2.738694 -0.811161
C 3.763399 0.285221 3.721413
C -4.697461 1.874855 -5.576624
C -0.273755 -2.413337 4.250274
H 3.639721 -1.115323 -2.054028
C -0.205581 0.309099 -1.513618
H 2.333349 1.495880 4.668795
H -2.936720 0.724268 -6.413749
H 2.126899 -3.354584 -2.002648
C 1.182321 -0.998993 2.883850
H 2.557673 -3.516087 -0.360801
C -1.227873 0.677293 -2.364499
C 0.224435 -2.086956 3.022782
O 1.544681 -0.485453 -3.150507
C 1.105909 -0.347275 -1.982957
C -3.406183 1.193415 -5.522405
N -2.411836 1.400177 -2.141403
S -0.264395 0.282629 0.203147
H -5.340616 1.706230 -6.394054

Cartesian forces, eV/Å:
H -0.3 0.2 -0.5
C -0.7 1.2 -1.4
C -0.6 1.6 -1.0
N -0.9 -0.7 6.6
H 0.6 1.2 -0.5
H 1.5 -0.6 0.5
H 1.8 0.4 0.9
H 0.4 0.6 -0.1
C -0.8 -2.1 2.1
H 0.9 -0.3 0.1
H 0.0 -0.6 0.2
H 0.1 0.2 0.6
C -1.3 -0.8 -1.2
C 0.7 -0.3 0.1
C -0.1 -1.0 -0.3
H -1.6 0.5 -1.0
C 1.1 -1.5 -0.3
C 0.7 -1.3 -0.4
C -2.0 0.2 -1.3
C 1.4 2.6 0.3
H 1.9 -1.4 -0.4
N 0.2 -0.3 -0.6
C 0.1 -1.5 -2.4
H -0.2 -0.5 0.9
S 0.5 0.1 0.7
H 1.0 -0.4 -0.5
H -1.0 -1.4 0.3
H 0.2 0.1 -0.9
H -0.6 1.0 1.4
C 0.5 0.2 -1.0
H -1.0 0.4 -0.9
C -0.7 0.2 -0.9
C 3.4 -0.3 2.5
C 1.7 3.1 1.1
H -0.4 -0.7 0.4
C 0.9 -1.1 -1.6
H -0.3 -0.1 0.7
H -0.9 0.1 0.6
H -2.0 -0.1 -1.7
C -2.7 -1.8 0.1
H -0.3 -0.4 1.4
C -0.6 0.7 -1.4
C 0.9 0.5 0.0
O -2.1 0.2 1.8
C -0.3 1.4 -4.1
C -0.8 1.1 -0.9
N 1.2 1.5 1.3
S 1.1 -0.7 1.2
H -0.5 0.2 -0.9

Values from the calculation:
charge = +1
orbital gap = 0.2044 hartree
energy relative to the best compared isomer or geometry (same formula, charge and spin) = 2.699 eV

Löwdin population analysis, charges in e, atoms 1 to 8:
1 H 0.14
2 C -0.37
3 C -0.22
4 N -0.03
5 H 0.12
6 H 0.10
7 H 0.09
8 H 0.14



DFT (wB97M-V/def2-TZVPD) results for a 3-piece molecular cluster, C4H12NS2 overall at a distorted geometry.

Positions of all 19 atoms, in Å:
H -1.625430 1.865433 0.750875
C 2.681281 -0.092708 -0.935135
H 2.646168 0.902462 -0.491330
C -0.858274 1.097279 0.562539
C -1.507708 -0.263510 0.198320
H -0.112837 1.418349 -0.187795
N -0.651337 -1.448149 0.427996
C -2.090412 -0.286139 -1.206927
H 3.364096 -0.133329 -1.822510
H -0.036204 -1.080800 1.179297
S -0.053887 1.118700 2.157607
H -1.351471 0.006395 -1.953701
H 0.101511 -1.449739 -0.371176
H 2.948090 -0.859305 -0.214766
H 1.395452 0.112634 1.556359
H -2.267835 -0.422673 0.975460
H -2.355177 -1.323683 -1.402101
H -2.968709 0.358867 -1.280965
S 1.129640 -0.612057 -1.672229

Cartesian forces, eV/Å:
H 0.0 -0.2 -0.7
C -0.8 -0.3 -0.1
H 0.1 -0.1 -0.3
C 0.0 0.0 0.8
C -0.2 -0.5 -0.1
H -0.5 -0.1 -0.1
N 1.5 3.2 -0.9
C -0.2 -0.4 0.6
H -0.3 0.0 0.5
H -0.4 -0.9 0.5
S 3.6 -2.4 -1.3
H -0.1 0.2 0.1
H -0.1 -1.0 -0.5
H 0.6 0.0 0.0
H -3.0 2.3 1.6
H -0.3 0.1 -0.1
H -0.3 0.1 -0.3
H 0.1 -0.1 -0.1
S 0.2 0.1 0.4

Values from the calculation:
charge = +1
orbital gap = 0.1797 hartree
energy relative to the best compared isomer or geometry (same formula, charge and spin) = 6.470 eV

Löwdin population analysis, charges in e, atoms 1 to 8:
1 H 0.09
2 C -0.42
3 H 0.04
4 C -0.59
5 C -0.51
6 H 0.06
7 N 0.13
8 C -0.06